(1)
{"formula": "C31H48O23S", "method": "ωB97M-V/def2-TZVPD", "smiles": "Cc1ccc(CC2=C(S(C)(=O)=O)C(=O)OC2=O)cc1.COC(=O)OC.COC(=O)OC.COC(=O)OC.COC(=O)OC.COC(=O)OC.COC(=O)OC", "homo_energy_ev": -9.4, "gap_ev": 8.078, "e_lumo_ev": -1.32, "molar_mass_g_mol": 820.77, "largest_force_ev_per_a": 2.86, "species": ["S", "O", "O", "O", "O", "O", "O", "O", "O", "O", "O", "O", "O", "O", "O", "O", "O", "O", "O", "O", "O", "O", "O", "O", "C", "C", "C", "C", "C", "C", "C", "C", "C", "C", "C", "C", "C", "C", "C", "C", "C", "C", "C", "C", "C", "C", "C", "C", "C", "C", "C", "C", "C", "C", "C", "H", "H", "H", "H", "H", "H", "H", "H", "H", "H", "H", "H", "H", "H", "H", "H", "H", "H", "H", "H", "H", "H", "H", "H", "H", "H", "H", "H", "H", "H", "H", "H", "H", "H", "H", "H", "H", "H", "H", "H", "H", "H", "H", "H", "H", "H", "H", "H"], "xyz": [[3.1771, 2.2566, -0.7152], [1.8138, 15.6844, -2.8570], [-2.7304, -9.4546, 3.2244], [1.8469, 7.2017, 0.6569], [-4.4618, -0.5546, -1.3332], [4.6444, -4.7890, -3.7474], [3.4625, 3.5732, -1.2197], [2.2315, 9.3185, 0.5036], [4.3142, -3.2292, -5.2026], [-0.5826, 1.8613, -2.1003], [1.7406, 13.9771, -1.3799], [-6.6841, -7.3618, 7.3966], [-6.2589, -5.2481, 7.3527], [-4.5504, -6.6971, 7.0680], [0.5568, 3.8435, -2.1261], [4.9274, -5.2769, -5.9343], [-6.0941, -1.9641, -1.3647], [-0.7351, -0.1775, -3.1656], [2.9206, 15.7149, -0.8881], [2.9719, 2.2905, 0.7037], [-1.6552, -7.7447, 2.2150], [-4.0505, -2.6636, -2.0288], [-2.7868, -9.3300, 1.0718], [3.9694, 7.8874, 0.3043], [4.6566, -4.5102, -5.0512], [0.8771, 13.2793, -2.2795], [1.2557, 0.5254, -1.8964], [0.5398, 2.6667, -1.9302], [-6.5895, -3.2762, -1.6269], [1.2844, -3.0306, -0.8435], [3.1456, 10.3978, 0.3161], [4.2848, -2.7899, -6.5625], [-2.3036, -8.9357, 4.4869], [2.1265, 15.1767, -1.8139], [-3.0823, -0.2437, -1.5594], [4.5869, 1.2339, -1.0766], [-0.1869, -3.2839, 1.0185], [-4.7919, -1.8112, -1.6172], [-2.3237, -8.7436, 2.1756], [-5.7146, -6.4593, 7.2539], [4.9941, -6.1384, -3.4325], [3.4129, 17.0128, -1.2229], [1.9240, -0.8087, -1.7761], [1.1639, -1.6641, -0.7669], [-0.9188, -4.1497, 2.0376], [2.3115, 5.8452, 0.6455], [1.6901, 1.7262, -1.5265], [-2.4237, -8.6669, -0.1398], [2.7995, 8.1090, 0.4716], [-6.2412, -8.7166, 7.3114], [-0.3358, -1.9209, 1.0844], [-5.3272, -4.1738, 7.2175], [0.6137, -3.8258, 0.0461], [0.3491, -1.1297, 0.1931], [-0.1256, 0.6146, -2.5109], [-5.8045, -8.9178, 6.3343], [-2.8572, -9.2371, -0.9567], [-0.9645, -1.4617, 1.8370], [3.9957, -1.7424, -6.5526], [-7.1168, -9.3462, 7.4425], [1.9053, -3.4623, -1.6212], [0.6347, 12.3236, -1.8222], [4.2863, -6.8336, -3.8807], [6.0074, -6.3602, -3.7626], [-2.4427, -0.8605, -0.9269], [-6.4691, -3.5301, -2.6789], [1.4456, 5.2079, 0.8049], [0.7353, -4.9020, -0.0155], [2.7554, 5.5936, -0.3116], [-0.8473, -3.6284, 2.9934], [2.5911, 17.7171, -1.3413], [-1.3415, -8.6470, -0.2579], [-5.5252, -8.9377, 8.1014], [-1.2168, -8.9277, 4.5519], [5.2697, -2.8805, -7.0171], [0.2106, -0.0544, 0.2683], [-0.4115, -5.1127, 2.0614], [-5.8907, -3.2501, 7.3161], [4.0141, 16.9740, -2.1297], [2.9944, -0.7620, -1.6009], [5.4129, 1.7274, -0.5582], [4.4957, 0.2408, -0.6395], [3.5492, -3.3541, -7.1330], [-7.6488, -3.2707, -1.3843], [-0.0449, 13.8356, -2.4391], [1.3786, 13.0933, -3.2278], [2.5758, 11.3229, 0.3610], [-2.8279, -0.3748, -2.6021], [3.6241, 10.3307, -0.6600], [-1.9709, -4.2390, 1.7646], [4.9465, -6.2348, -2.3512], [-6.0867, -4.0102, -0.9989], [-2.8273, -7.6558, -0.1614], [4.8482, 1.2183, -2.1340], [3.8931, 10.4123, 1.1077], [-4.5756, -4.2152, 8.0040], [-2.6954, -9.5959, 5.2557], [-2.7031, -7.9359, 4.6478], [3.0213, 5.6773, 1.4540], [-4.8538, -4.1962, 6.2373], [4.0400, 17.3376, -0.3972], [1.7947, -1.3022, -2.7487], [-2.9423, 0.8007, -1.2913]], "forces_ev_per_angstrom": [[0.7, 2.7, 0.8], [0.0, 0.0, -0.1], [0.0, -0.1, 0.0], [-0.1, 0.0, 0.1], [0.0, 0.1, 0.1], [0.0, 0.0, 0.1], [0.1, -0.6, -1.2], [-0.1, 0.1, 0.0], [0.0, 0.1, 0.0], [-0.3, 0.1, -1.3], [0.0, -0.1, 0.1], [0.0, 0.0, 0.0], [0.0, 0.0, 0.0], [0.1, 0.0, 0.0], [-0.4, -1.3, 0.4], [0.0, -0.1, -0.1], [-0.1, 0.0, 0.0], [0.8, 1.0, 0.6], [0.0, 0.0, 0.1], [-0.5, -1.5, 0.2], [0.1, 0.1, 0.0], [0.0, -0.1, 0.0], [0.0, 0.0, 0.0], [0.1, 0.0, 0.0], [0.0, 0.1, 0.1], [-0.2, -0.3, -0.1], [1.4, -1.2, -0.2], [1.2, 1.3, 0.6], [-0.2, -0.2, 0.0], [0.4, -0.3, -0.5], [0.1, 0.3, 0.0], [0.0, 0.2, -0.2], [0.0, 0.1, 0.3], [0.0, -0.1, 0.1], [0.0, 0.1, 0.1], [0.1, -0.4, 0.0], [-1.1, -0.6, 1.2], [0.0, 0.1, 0.0], [-0.1, -0.1, 0.0], [-0.1, 0.0, 0.0], [0.0, -0.2, 0.2], [0.1, 0.2, 0.0], [-1.0, -0.1, -0.5], [0.8, 0.3, -0.7], [0.7, 0.6, -0.7], [0.0, -0.2, 0.0], [-1.2, -0.1, -0.7], [0.0, 0.0, -0.3], [-0.1, -0.1, 0.0], [0.0, -0.3, 0.0], [0.0, 0.3, 0.0], [0.1, 0.3, 0.0], [0.3, -1.0, -0.2], [-0.4, 1.3, 0.3], [0.2, -0.1, 0.7], [0.1, 0.0, 0.0], [-0.1, -0.1, 0.1], [0.0, 0.0, 0.0], [0.0, 0.0, 0.2], [-0.1, 0.2, 0.0], [0.0, -0.1, 0.1], [0.1, 0.1, 0.2], [0.1, 0.0, -0.1], [-0.1, 0.0, -0.1], [0.0, -0.1, -0.1], [0.1, 0.0, 0.0], [-0.1, 0.2, 0.0], [-0.1, 0.0, 0.0], [0.1, 0.1, 0.0], [-0.1, -0.4, 0.1], [0.0, 0.0, -0.1], [0.0, 0.1, 0.1], [0.1, 0.1, -0.1], [0.0, 0.1, -0.1], [0.0, -0.1, 0.0], [0.1, 0.0, 0.0], [-0.4, -0.2, 0.3], [-0.2, -0.1, 0.0], [-0.1, 0.0, -0.1], [-0.1, 0.1, 0.2], [-0.3, 0.3, 0.1], [-0.1, 0.0, -0.1], [0.1, -0.1, 0.0], [0.0, 0.2, 0.0], [0.1, 0.1, -0.1], [0.0, 0.1, 0.0], [-0.2, -0.1, 0.0], [-0.1, -0.2, 0.0], [0.1, -0.1, 0.1], [0.1, -0.3, 0.1], [-0.1, 0.2, 0.0], [0.1, 0.0, -0.1], [0.1, 0.0, 0.1], [-0.4, -0.1, 0.0], [0.1, -0.1, -0.1], [0.1, -0.1, -0.1], [-0.1, -0.1, -0.2], [0.1, 0.0, 0.0], [0.1, 0.1, -0.1], [0.1, -0.1, 0.1], [0.0, -0.2, 0.1], [0.1, 0.0, 0.1], [-0.2, 0.0, 0.0]]}

---

(2)
{"formula": "C12H22BEuF2NbO7P", "method": "ωB97M-V/def2-TZVPD", "total_charge": 2, "homo_energy_ev": [-13.0, -13.0], "gap_ev": [4.509, 4.665], "s_squared": 12.06, "e_lumo_ev": [-8.44, -8.32], "spin_multiplicity": 7, "molar_mass_g_mol": 602.95, "largest_force_ev_per_a": 5.70, "species": ["Eu", "Nb", "P", "F", "F", "O", "O", "O", "O", "O", "O", "O", "C", "C", "C", "C", "C", "C", "C", "C", "C", "C", "C", "C", "B", "H", "H", "H", "H", "H", "H", "H", "H", "H", "H", "H", "H", "H", "H", "H", "H", "H", "H", "H", "H", "H", "H"], "xyz": [[-2.0218, 1.4624, -4.5198], [-1.1052, -0.5045, -0.5512], [-1.4300, -1.8866, 1.7253], [-0.8253, -0.5026, -3.6429], [-2.4632, -1.6485, -1.2998], [0.9149, -2.6988, -0.2761], [-2.8072, -1.4219, 2.3270], [-0.3408, -1.5040, 2.8190], [-2.3864, 0.8655, 0.0763], [0.7103, 1.5879, 1.2668], [-1.9222, 3.9455, 1.1380], [2.0337, 0.4032, -0.2135], [4.8230, -2.5028, 1.0565], [-3.0059, 3.2097, 0.5806], [-3.6783, 2.5811, 1.7656], [-0.9545, 0.4929, -2.6174], [0.4859, -1.9951, -1.3822], [2.2526, -2.6033, 0.1533], [-2.4808, 2.1700, -0.4247], [3.7842, -2.4354, 1.9409], [0.2081, 1.4111, -2.8483], [4.5723, -2.6303, -0.2786], [3.2771, -2.6822, -0.7418], [2.4872, -2.4896, 1.4855], [0.8031, 0.6256, 0.2937], [5.3940, -2.6896, -0.9722], [5.8409, -2.4714, 1.4042], [-3.6639, 3.9143, 0.0715], [1.1230, 0.8449, -2.7294], [0.1366, 1.3685, 2.0060], [-0.5337, -1.8073, 3.7208], [1.6653, -2.4349, 2.1769], [3.0780, -2.8036, -1.7937], [-1.4689, 4.4557, 0.4598], [-1.4931, 2.5331, -0.7173], [-4.1189, 3.3630, 2.3672], [-0.0822, -2.6329, -2.0517], [2.7047, 0.9061, 0.2737], [-2.9197, 2.1073, 2.3761], [-3.1675, 2.1893, -1.2858], [1.2775, -1.4676, -1.8930], [-2.8186, -1.1727, 3.2629], [0.1799, 2.2808, -2.2024], [-1.8854, 0.9678, -2.8980], [-4.4358, 1.8589, 1.4857], [0.2762, 1.7965, -3.8899], [3.9803, -2.3558, 2.9965]], "forces_ev_per_angstrom": [[-0.7, 1.1, -5.5], [-2.2, -1.8, 1.7], [0.4, -0.2, -0.4], [-0.7, 0.2, -0.8], [0.5, -0.3, 0.1], [-0.6, 0.3, 0.9], [-0.8, 0.1, 0.5], [0.2, 0.0, 0.6], [1.8, -0.1, -1.6], [0.3, 0.0, 0.4], [0.2, -0.1, 0.0], [0.5, 0.2, -0.6], [0.9, 0.0, 0.4], [0.6, 0.3, 0.3], [-0.3, 0.1, 0.1], [1.8, -0.9, 1.9], [0.2, 1.6, -1.4], [-1.0, 0.1, -0.7], [-0.5, 0.7, 0.3], [-0.2, 0.0, 0.7], [-0.4, 0.4, -0.4], [0.2, 0.0, -0.8], [0.2, -0.1, -0.9], [-0.4, 0.1, 1.1], [-0.2, -0.5, 0.5], [0.1, -0.1, -0.2], [0.2, 0.0, 0.1], [-0.2, -0.1, -0.2], [0.3, 0.0, 0.2], [-0.3, 0.4, -0.1], [0.3, 0.0, 0.0], [-0.1, 0.0, 0.1], [0.0, 0.0, -0.2], [-0.1, 0.1, 0.0], [0.1, 0.0, -0.2], [-0.2, 0.2, 0.1], [-0.1, -0.2, -0.1], [0.1, 0.0, 0.0], [0.1, -0.3, 0.1], [-0.1, -0.2, -0.2], [0.4, -0.2, -0.2], [-0.3, 0.1, 0.0], [0.2, 0.1, 0.3], [-0.3, -1.0, 4.5], [-0.1, -0.1, 0.0], [0.2, 0.1, -0.3], [0.0, 0.0, 0.2]]}

---

(3)
{"formula": "C15H35BeBr2CaCl2CsFNO8PSSi2", "method": "ωB97M-V/def2-TZVPD", "total_charge": 1, "homo_energy_ev": -9.0, "gap_ev": 0.887, "e_lumo_ev": -8.10, "molar_mass_g_mol": 908.36, "largest_force_ev_per_a": 7.53, "species": ["Cs", "Br", "Br", "Ca", "Cl", "Cl", "S", "P", "Si", "Si", "F", "O", "O", "O", "O", "O", "O", "O", "O", "N", "C", "C", "C", "C", "C", "C", "C", "C", "C", "C", "C", "C", "C", "C", "C", "Be", "H", "H", "H", "H", "H", "H", "H", "H", "H", "H", "H", "H", "H", "H", "H", "H", "H", "H", "H", "H", "H", "H", "H", "H", "H", "H", "H", "H", "H", "H", "H", "H", "H", "H", "H"], "xyz": [[1.7975, -2.3103, -10.4795], [3.4135, -3.0603, -7.5129], [2.8345, 2.6846, -7.4210], [3.4713, -0.8094, 0.3702], [-8.4722, 1.0285, 9.7105], [-5.8156, 1.4283, 10.8823], [1.1738, 3.1875, 4.7767], [0.8040, 1.6905, -9.1882], [0.9798, 1.2115, 5.6108], [1.5740, -0.3623, 4.0238], [-4.9053, 1.3072, 6.4968], [0.0179, -3.5536, 6.4332], [1.7581, -3.4949, 7.8718], [-0.5210, 1.3455, -9.8159], [0.5721, 2.5754, -7.8006], [1.0158, 3.0101, -10.1454], [-1.4774, 0.2844, 5.2040], [-0.2855, -2.8876, 8.5537], [0.8561, 0.3164, -8.2728], [1.0779, -0.6924, -3.7740], [2.7883, -1.5992, 4.7600], [1.4585, 2.8117, -11.4991], [0.0359, 3.9194, -7.8370], [1.9377, -0.3771, -4.8012], [-6.7318, 0.7539, 9.5254], [0.1158, -0.8188, -8.7107], [-3.3158, -0.5075, 6.5891], [0.1670, -1.3464, 3.2661], [2.4898, 0.2726, 2.4998], [0.8254, -2.0445, -3.7878], [2.2441, -1.5355, -5.4702], [-2.9019, 0.4238, 5.4352], [0.5547, -3.3022, 7.7371], [1.5343, -2.5889, -4.8248], [-0.7205, 0.8343, 6.2580], [1.5325, -2.8155, 1.8866], [-0.6605, 0.1890, 7.1346], [1.5486, -3.6301, -5.0976], [-0.8042, 3.9644, -8.5242], [0.0269, -2.2427, 3.8775], [-1.1747, 1.7716, 6.5896], [0.5599, -1.5361, 2.2321], [2.2469, -2.4381, 5.1887], [1.8084, 0.8002, 1.8289], [0.1680, -2.4961, -3.0635], [-0.8990, -3.3068, 6.6369], [-0.7935, -0.8636, 3.1366], [-6.3952, 1.2247, 8.6068], [0.6905, -0.0367, -3.1220], [1.6316, 3.7934, -11.9279], [0.8060, 4.6223, -8.1386], [-6.5539, -0.3126, 9.4869], [2.9226, -1.6191, -6.3522], [-4.0330, -1.2283, 6.2276], [3.3847, 0.8486, 2.7314], [-3.4262, 0.1242, 4.5390], [1.9568, 1.1474, 6.7189], [0.3787, -1.6684, -8.0726], [-3.7265, 0.0294, 7.4334], [0.3586, -1.0608, -9.7363], [-0.9501, -0.6383, -8.6128], [-0.2975, 4.1505, -6.8294], [0.6857, 2.2965, -12.0693], [2.2575, 0.6384, -4.9659], [-0.0793, 3.6235, 4.8856], [-2.4298, -1.0376, 6.9514], [3.4786, -1.9667, 4.0006], [2.3910, 2.2481, -11.5322], [2.7803, -0.7152, 2.1583], [-3.1450, 1.4537, 5.6268], [3.4042, -1.1077, 5.5026]], "forces_ev_per_angstrom": [[2.5, -2.1, -1.3], [0.7, -1.5, -2.2], [0.8, -0.3, 0.0], [-0.1, -0.7, -0.9], [0.0, 0.0, 0.0], [0.0, 0.0, 0.0], [0.5, 0.1, -0.3], [-7.4, 1.0, 0.8], [-0.1, 0.6, 0.6], [-0.1, -0.2, 1.6], [-0.9, 0.4, 0.2], [0.0, 0.4, 0.7], [0.3, 0.0, -0.1], [0.4, -0.5, -0.8], [-0.2, 0.2, -0.1], [3.4, -0.6, 0.5], [0.1, 0.0, -0.8], [0.0, 0.0, 0.0], [3.0, 0.1, 0.0], [0.2, 0.1, 0.3], [-0.2, 0.4, -0.7], [-0.2, 0.0, -0.2], [-0.1, 0.2, 0.0], [-0.1, -0.1, 0.1], [0.1, 0.1, -0.2], [-0.7, 0.2, 0.5], [0.6, 0.2, -0.4], [0.5, -0.3, -0.3], [0.5, 0.6, -0.4], [0.1, 0.0, 0.1], [0.0, 1.1, 0.3], [0.3, -0.9, 0.8], [-0.1, 0.0, -0.6], [0.1, 0.0, 0.0], [-0.2, 0.1, -0.2], [0.5, 0.2, -0.3], [0.0, -0.2, 0.1], [0.0, 0.0, -0.1], [0.0, -0.2, -0.1], [-0.1, -0.3, -0.1], [0.0, 0.2, 0.2], [-0.8, 0.0, 0.0], [0.1, -0.2, 0.4], [0.0, 0.1, -0.2], [-0.1, 0.0, 0.0], [-0.2, -0.2, -0.5], [-0.2, 0.2, 0.0], [0.0, 0.0, 0.0], [-0.2, 0.1, -0.1], [0.0, 0.1, 0.1], [0.0, 0.0, -0.1], [0.0, -0.1, 0.1], [-0.9, 0.7, 1.5], [-0.3, -0.2, 0.1], [0.0, 0.3, 0.1], [0.2, 0.0, -0.4], [0.2, -0.1, -0.2], [0.4, 0.2, 0.1], [-0.2, 0.1, 0.1], [-1.9, 1.4, 1.0], [0.0, 0.2, -0.1], [0.1, -0.2, 0.0], [0.0, 0.0, 0.1], [0.0, 0.0, -0.1], [-0.3, -0.2, 0.1], [0.1, -0.3, 0.0], [0.1, -0.3, -0.1], [0.0, 0.1, 0.0], [-0.4, -0.4, 0.8], [0.1, 0.3, 0.1], [0.0, -0.1, 0.4]]}

---

Energy for the records above, in order: -3338.74624 -2329.61250 -9447.71795 a.u.